No. 1
20
Properties=species:S:1:pos:R:3:forces:R:3:mulliken_charge:R:1 method="wB97M-V/def2-TZVPD" charge=+1 spin_multiplicity=1 orbital_gap_ev=10.31 de_lowest_ev=1.311 homo_energy_ev=-15.21
C -2.74096 0.65173 0.50206 -0.408 0.551 0.704 -1.12
H -0.72962 -1.15194 0.87912 -0.435 -0.543 -0.610 0.17
N 4.14424 0.84094 -0.75219 1.638 0.151 -0.609 0.20
H 1.97356 1.15816 -0.20509 -0.769 -0.860 1.515 0.42
H -3.37572 1.38503 -0.01618 0.213 -0.357 0.168 0.31
C 1.52899 0.23618 0.27734 0.230 -1.277 -1.114 -0.06
H -1.10654 1.25237 -0.81744 -0.151 0.555 -0.537 0.38
H -0.66005 1.08151 0.82857 0.522 1.242 1.207 0.30
C -1.30189 0.70738 0.08604 0.531 -1.555 -1.611 -0.33
N 5.17016 0.95557 -1.12684 -1.313 -0.151 0.480 -0.25
H 0.88015 -0.56325 -1.73936 -0.025 0.451 0.900 0.37
N 1.71846 -0.16753 1.51367 -1.481 -0.468 -2.655 -0.17
H 1.25135 -1.10557 1.71007 1.167 1.785 0.477 0.33
H -1.42163 -1.19106 -0.83913 0.113 -0.778 -0.027 0.49
C -0.76548 -0.71100 -0.13218 1.412 1.025 0.135 -0.58
C 0.77677 -0.72899 -0.64631 -2.136 3.774 0.108 -0.85
H -3.15997 -0.36163 0.39008 0.030 0.477 0.080 0.33
H 2.12910 0.45954 2.17896 0.225 -0.186 0.712 0.29
H -2.69537 0.93070 1.55879 -0.825 -0.251 0.000 0.31
H 1.08118 -1.66270 -0.45083 1.462 -3.585 0.677 0.46


No. 2
19
Properties=species:S:1:pos:R:3:forces:R:3:mulliken_charge:R:1 method="wB97M-V/def2-TZVPD" charge=0 smiles=CC[C@H]1C[C@H]1CO spin_multiplicity=1 orbital_gap_ev=11.09 de_lowest_ev=1.234 homo_energy_ev=-10.04
C 0.13624 -0.74510 1.33693 -0.148 -0.080 -0.035 -0.70
H 1.15335 0.62332 -1.75281 -0.060 -0.128 0.130 0.34
C -0.79008 1.17225 -0.93972 0.147 -0.020 0.371 -0.53
H -1.03532 -1.52239 -1.20728 0.108 0.137 0.043 0.28
H 0.56875 -1.79103 -2.03846 -0.105 -0.005 0.244 0.28
H 0.29155 1.40391 1.80098 0.043 -0.215 -0.049 0.26
C 0.01095 -1.23199 -1.29071 -0.133 -0.138 -0.090 -0.77
H 1.76973 -1.15809 -0.08390 0.047 0.510 0.168 0.45
C 0.74911 -0.77970 -0.05341 0.151 -0.193 0.012 -0.02
H 0.38220 -1.68034 1.85490 -0.060 0.076 -0.113 0.37
H -0.95514 -0.72742 1.24587 0.085 -0.053 0.037 0.29
H -1.52966 0.63886 -2.63549 0.003 0.199 -0.021 0.34
H 0.06035 0.35413 3.19684 0.091 0.017 -0.117 0.36
O -1.35668 1.48400 -2.19883 -0.176 -0.162 -0.182 -0.53
C 0.37172 0.22186 -1.11024 -0.007 0.152 -0.092 -0.10
C 0.56459 0.43109 2.22705 0.000 0.020 0.003 -1.10
H 1.64292 0.44793 2.42395 -0.143 -0.082 -0.139 0.31
H -1.54483 0.72834 -0.27173 0.111 0.102 -0.102 0.24
H -0.48977 2.13038 -0.50394 0.046 -0.137 -0.067 0.25